Molecular formula: C27H43Br4CaCl7CsFIN3O7
Method: DFT, wB97M-V/def2-TZVPD

Values from the calculation:
Spin multiplicity = 1
E_tot = -16357.0228 a.u.

Geometry (Å):
C: -2.69333 3.94038 4.28207
C: -4.05714 4.10204 3.64454
C: -4.15162 3.95518 1.99906
O: -5.38378 3.88225 1.47048
O: -2.88536 3.87212 1.25193
C: -3.02603 4.34289 -0.13468
C: -1.55821 5.02469 -0.55498
C: -1.05225 4.52874 -2.03651
C: 0.47366 3.84611 -2.01657
C: 0.33626 2.35742 -2.69692
C: 1.74110 1.52264 -2.82843
C: 1.82822 0.20599 -1.80012
I: 1.76187 1.10596 0.24158
C: 3.28714 -0.47238 -2.05241
C: 3.43182 -2.06092 -1.73860
N: 2.16962 -2.79226 -1.34913
C: 1.94864 -2.56748 0.12596
C: 1.07221 -2.33251 -2.26828
C: -0.20459 -3.32918 -2.44618
C: -0.34856 -4.54107 -1.36645
C: -1.22616 -3.98647 -0.06200
O: -0.75137 -4.50588 1.22979
C: -0.96236 -3.43070 2.25398
C: 0.29414 -2.74072 3.10411
O: -2.18869 -2.97683 2.54614
C: 0.53626 -0.78510 -1.94399
H: -2.31410 2.88343 4.61535
H: -1.97554 4.87574 4.44371
H: -4.98606 4.27907 4.34514
H: -3.90029 5.10447 -0.29749
H: -3.28175 3.39419 -0.79888
H: -1.77603 6.19484 -0.64695
H: -0.79258 4.81472 0.31074
H: -1.13795 5.41569 -2.80623
H: -1.83000 3.70829 -2.40470
H: 1.14147 4.55077 -2.69608
H: 0.88440 3.81323 -0.90866
H: -0.51637 1.79368 -2.11070
H: -0.06005 2.54018 -3.80696
H: 1.99359 1.15593 -3.92432
H: 2.61403 2.25579 -2.47827
H: 3.65647 -0.21545 -3.15808
H: 4.05945 0.09761 -1.34327
H: 4.32458 -2.23516 -0.96492
H: 3.81315 -2.57694 -2.74564
H: 2.35578 -3.82320 -1.53874
H: 2.81702 -1.88849 0.56989
H: 0.87591 -2.21120 0.42736
H: 2.09716 -3.62904 0.65131
H: 1.56884 -2.23980 -3.35156
H: -1.22002 -2.70446 -2.40677
H: -0.18048 -3.81154 -3.52865
H: -1.04039 -5.37770 -1.85969
H: 0.64280 -5.08176 -1.06310
H: -1.15493 -2.80527 -0.10663
H: -2.38237 -4.23515 -0.20925
H: 1.26864 -3.34633 2.77437
H: 0.46667 -1.63089 2.70290
H: 0.12185 -2.75743 4.26912
H: -0.04262 -0.45780 -2.93440
H: -0.24018 -0.73780 -1.07124
Br: -0.90126 6.85501 -3.34038
N: -6.62329 5.42409 -1.77193
O: -5.42639 5.67502 -1.98986
O: -7.34153 6.26576 -1.20736
O: -7.10190 4.33156 -2.11854
Ca: -6.75056 2.63148 1.31573
Cl: -2.73862 2.27259 2.12398
C: 1.31347 -7.31869 2.61340
Br: 1.28673 -8.84673 1.40987
Br: 1.66134 -7.85126 4.45176
Br: 2.55166 -5.94445 2.01117
H: 0.31145 -6.87763 2.59246
F: 0.02088 3.94792 4.28815
C: 3.40122 2.34913 -6.65068
Cl: 4.60754 3.61754 -6.92520
Cl: 3.37938 1.87016 -4.94487
Cl: 1.79579 2.89582 -7.16387
H: 3.67589 1.47716 -7.24974
C: 3.31013 7.04625 -7.61776
Cl: 2.10706 6.43922 -8.76822
Cl: 4.53956 8.01009 -8.45394
Cl: 2.52873 8.00208 -6.34677
H: 3.80294 6.18969 -7.15074
N: 0.60365 -5.36562 9.48188
C: 1.35336 -6.35394 8.89904
C: 1.04287 -6.38884 7.55793
C: 0.07620 -5.38217 7.32259
C: -0.17439 -4.76404 8.52718
H: 0.62228 -5.11825 10.46274
H: 2.04058 -6.94724 9.48720
H: 1.46768 -7.06538 6.82775
H: -0.38677 -5.13435 6.37616
H: -0.83895 -3.95065 8.78626
Cs: -3.47833 -3.26846 4.36151

---

Molecular formula: C7H9O8
Method: DFT, wB97M-V/def2-TZVPD

Values from the calculation:
ΔE to the lowest compared entry with this formula, charge and spin = 139.86 kJ/mol
Spin multiplicity = 1
E_tot = -873.9839 a.u.
Charge = -1

Geometry (Å):
O: 6.20878 1.78541 6.11513
C: 4.96230 1.39750 6.32898
C: 6.18795 3.00032 5.30883
O: 4.90198 0.30779 4.08767
O: 4.27936 2.51607 6.51868
C: 4.85819 3.60698 5.74563
H: 6.16724 2.70100 4.25601
H: 7.06193 3.59404 5.59326
H: 4.22729 3.82191 4.87610
H: 4.95393 4.47957 6.39796
C: 3.77048 0.64332 3.03890
O: 3.02552 -0.07591 2.35514
O: 3.11938 1.74715 3.60205
O: -0.00369 2.88093 4.94642
C: -0.46873 3.82676 5.74076
O: 0.17232 4.72832 6.22534
O: -1.78476 3.69215 5.83665
C: 1.38264 2.94921 4.61124
C: 1.73372 1.70148 3.83204
H: -2.13242 4.37671 6.42165
H: 1.95681 3.02204 5.54033
H: 1.59178 3.86699 4.04898
H: 1.18922 1.67720 2.87649
H: 1.45544 0.80657 4.41038

---

Molecular formula: C30H50InP4Se
Method: DFT, wB97M-V/def2-TZVPD

Values from the calculation:
ΔE to the lowest compared entry with this formula, charge and spin = 0.00 kJ/mol
Spin multiplicity = 1
E_tot = -5129.2020 a.u.
Charge = +3

Geometry (Å):
In: -0.95973 -0.37342 -0.64034
P: 2.45499 1.17220 -1.15272
P: -2.03574 0.44995 -2.89645
P: 0.35027 -2.50070 -1.50773
H: 2.17288 -2.20780 4.00076
C: 2.47957 -2.77287 3.11637
C: 3.48889 -2.37133 2.32912
H: 4.09894 -1.49318 2.56128
C: 2.58669 2.75355 -0.32180
C: 3.06502 1.30154 -2.83620
C: 3.43701 -0.01563 -0.23530
C: -3.17714 -0.78206 -3.61613
C: -3.06676 1.94986 -2.75335
C: -0.89053 0.82653 -4.26627
C: 1.15154 -3.46239 -0.18418
C: 1.60476 -2.31722 -2.82025
C: -0.83414 -3.68728 -2.23356
H: 1.97046 -3.72693 2.94289
H: 3.80636 -2.97255 1.47104
H: 2.39779 2.64013 0.75265
H: 1.85430 3.46356 -0.72487
H: 3.59918 3.15719 -0.47081
H: 2.51606 2.08943 -3.37016
H: 2.93258 0.35148 -3.37170
H: 4.13404 1.55871 -2.82019
H: 3.24528 0.07565 0.84020
H: 4.50389 0.17973 -0.42084
H: 3.20921 -1.04579 -0.53596
H: -4.08734 -0.26383 -3.94788
H: -3.44582 -1.53584 -2.86404
H: -2.69749 -1.26817 -4.47604
H: -4.06039 1.75035 -3.17682
H: -2.59095 2.77794 -3.29448
H: -3.17372 2.23887 -1.70074
H: -1.05204 1.86164 -4.59504
H: -1.08348 0.14287 -5.10403
H: 0.15265 0.71332 -3.94284
H: 1.75734 -4.26536 -0.62976
H: 0.38789 -3.91271 0.46177
H: 1.79726 -2.83682 0.44476
H: 1.80245 -3.30651 -3.25862
H: 2.54364 -1.90589 -2.42746
H: 1.22852 -1.65310 -3.61151
H: -0.26168 -4.45607 -2.77296
H: -1.50507 -3.17628 -2.93670
H: -1.43972 -4.16000 -1.44976
C: -2.34241 -3.00650 1.22033
C: -1.57778 -2.67873 2.35658
C: -0.92940 -3.68328 3.07183
C: -1.08343 -5.02732 2.70562
C: -1.89536 -5.36182 1.61372
C: -2.53287 -4.36330 0.88169
Se: -3.12849 -1.65601 0.12020
H: 1.06118 0.74098 -1.18409
H: -1.49173 -1.63495 2.66146
H: -0.30317 -3.41349 3.92447
H: -0.58320 -5.81131 3.27865
H: -2.03743 -6.40761 1.33618
H: -3.18676 -4.61095 0.04370
C: -2.57827 1.19195 2.35302
P: -1.21297 1.52409 1.19984
C: -1.52395 3.21715 0.57277
C: -2.38285 4.11251 1.23314
C: -2.59018 5.39489 0.71720
C: -1.93638 5.80098 -0.44910
C: -1.08140 4.91450 -1.11420
C: -0.88632 3.62718 -0.61744
C: 0.25808 1.70093 2.28165
C: 1.02060 0.55388 2.58453
C: 2.17339 0.65983 3.35427
C: 2.56263 1.90284 3.86637
C: 1.78891 3.03537 3.60692
C: 0.63868 2.94053 2.82119
H: -3.44147 1.82106 2.10796
H: -2.24114 1.39986 3.37841
H: -2.88291 0.13982 2.26707
H: -2.89265 3.81243 2.14913
H: -3.26407 6.07763 1.23655
H: -2.09226 6.80540 -0.84564
H: -0.56555 5.22478 -2.02512
H: -0.24313 2.92835 -1.16042
H: 0.70435 -0.42652 2.21436
H: 2.75405 -0.23903 3.56072
H: 3.46593 1.97729 4.47295
H: 2.07762 4.00269 4.02137
H: 0.03436 3.82919 2.62881

---

Number 1: E_HOMO -3.983 eV, gap between HOMO and LUMO 1.6 eV. Number 2: E_HOMO -4.161 eV, gap between HOMO and LUMO 6.7 eV. Number 3: E_HOMO -15.477 eV, gap between HOMO and LUMO 6.0 eV.